DFT (the ωB97M-V functional and the def2-TZVPD basis) results for a 2-piece molecular cluster, C5H17N2O overall in a non-equilibrium geometry.

Structure (XYZ):
```
25
Properties=species:S:1:pos:R:3:forces:R:3
C -0.403 1.377 1.573 0.9 0.9 -0.3
C 0.397 1.906 0.373 -0.7 -0.4 0.0
C 1.125 0.900 -0.578 -1.4 0.5 0.6
C 0.277 0.408 -1.761 0.6 0.9 -0.4
C 0.658 -1.117 -2.244 -0.6 0.9 -0.5
N 0.118 -2.038 -1.358 1.6 -2.4 -1.1
N -1.557 0.484 1.240 0.1 0.7 0.1
H -0.715 2.270 2.112 -0.6 -0.3 0.1
H 0.244 0.835 2.246 0.1 -0.4 0.1
H 1.143 2.541 0.851 0.2 0.0 -0.1
H -0.232 2.595 -0.197 0.0 0.0 -0.1
H 1.929 1.538 -0.930 0.6 -0.9 -0.2
H 1.398 0.018 -0.001 0.8 0.2 0.2
H 0.466 1.013 -2.647 0.2 -0.2 -0.2
H -0.796 0.489 -1.667 -0.4 -0.4 0.4
H 0.179 -1.152 -3.224 -0.3 -0.2 0.1
H 1.739 -1.195 -2.361 0.1 0.2 0.5
H 0.824 -2.611 -0.876 -0.1 0.7 0.8
H -0.521 -2.760 -1.718 -0.9 0.9 0.1
H -1.762 -0.116 2.046 -0.4 -0.1 -0.1
H -1.264 -0.118 0.493 0.1 -0.7 -0.3
H -2.359 1.004 0.880 -0.2 0.0 0.4
H -0.434 -2.718 2.161 -0.6 0.1 0.2
H 0.175 -1.710 3.053 -0.1 0.2 0.4
O -0.627 -1.843 2.533 0.7 -0.3 -0.5
```
Forces are in eV/Å.

M = 121.2 g/mol
Net charge = +2
Energy above the lowest of the compared OMol25 structures with the same formula, charge and spin = 115.5 kJ/mol
LUMO (spin up / spin down) = -0.2475 / -0.4507 Eh
2S+1 = 2
⟨S²⟩ = 0.7550
Gap between HOMO and LUMO (spin up / spin down) = 12.56 / 7.03 eV
Highest occupied orbital energy (spin up / spin down) = -19.296 / -19.299 eV


DFT (the ωB97M-V functional and the def2-TZVPD basis) results for one molecule with the formula C5H8O.

Structure (XYZ):
```
14
Properties=species:S:1:pos:R:3:forces:R:3
O -1.934 -1.363 -1.054 -0.5 0.0 0.1
C -0.945 -0.913 -0.233 -0.2 0.1 0.3
C 1.637 -0.226 -0.588 0.5 0.2 0.2
C 1.324 0.229 0.624 0.2 -0.1 -0.2
C 0.148 1.152 0.754 0.0 -0.1 0.1
C -1.031 0.257 0.430 -0.2 -0.1 -0.2
H -2.359 -0.571 -1.408 -0.2 -0.3 0.1
H -0.148 -1.646 -0.174 0.0 0.4 -0.2
H 1.218 0.248 -1.477 0.1 -0.1 0.2
H 2.212 -1.129 -0.763 0.3 0.3 0.1
H 1.663 -0.264 1.534 0.1 0.0 -0.2
H 0.193 1.957 -0.002 0.0 -0.3 0.2
H 0.058 1.648 1.729 0.1 -0.3 -0.1
H -2.035 0.622 0.628 0.0 0.3 -0.4
```
Forces are in eV/Å.

M = 84.1 g/mol
Net charge = 0
Energy above the lowest of the compared OMol25 structures with the same formula, charge and spin = 236.7 kJ/mol
SMILES = C=CC/C=C/O
LUMO = 0.0346 Eh
Gap between HOMO and LUMO = 9.41 eV
Highest occupied orbital energy = -8.469 eV


DFT (the ωB97M-V functional and the def2-TZVPD basis) results for C41H71F4N3O10S8 as an isolated structure in a non-equilibrium geometry.

Structure (XYZ):
```
137
Properties=species:S:1:pos:R:3:forces:R:3
C 5.096 -2.942 2.165 0.3 -0.3 -0.3
C 5.319 -3.900 1.273 -0.2 0.1 0.2
C 4.154 -4.541 0.607 0.6 -0.2 0.1
O 3.322 -5.186 1.156 -0.8 -0.6 0.4
O 4.124 -4.354 -0.734 -0.1 0.2 0.0
C 4.009 -2.972 -1.148 0.1 -0.1 -0.8
C 3.254 -2.986 -2.460 0.2 0.0 0.1
C 2.917 -1.582 -2.967 -0.2 -0.1 0.4
C 1.576 -1.025 -2.471 0.0 0.0 -0.6
C 0.435 -2.031 -2.685 0.3 0.2 0.2
C -0.947 -1.460 -3.060 -0.1 0.2 0.3
C -1.933 -1.371 -1.915 0.3 0.0 -0.3
C -2.976 -2.245 -1.720 -0.1 0.1 -0.3
C -3.101 -3.409 -2.685 0.7 0.0 0.3
C -1.955 -4.396 -2.486 -0.1 -0.1 0.2
C -1.387 -4.612 -1.229 0.2 -0.3 0.1
C -0.309 -5.470 -1.056 0.2 -0.1 -0.3
C 0.242 -6.140 -2.144 -0.5 0.4 0.2
C -0.336 -5.947 -3.390 0.4 -0.2 0.0
C -1.411 -5.086 -3.560 0.0 -0.2 -0.2
C -3.928 -2.091 -0.649 -0.2 0.1 0.8
C -5.102 -3.055 -0.512 0.5 -0.2 -0.5
C -4.768 -4.557 -0.425 -0.5 0.2 -0.5
C -5.605 -5.278 0.594 0.2 -0.4 0.2
N -5.696 -6.656 0.423 0.8 0.0 0.7
O -6.168 -4.736 1.516 -0.3 0.3 0.2
C -3.805 -1.055 0.254 -0.1 -0.2 -0.5
C -4.756 -0.864 1.423 0.9 -0.2 0.3
F -4.506 0.289 2.069 -0.2 0.3 0.0
F -6.055 -0.798 1.032 -0.3 -0.1 -0.1
C -4.586 -1.978 2.493 0.0 0.1 -0.2
F -3.254 -2.196 2.683 0.2 0.0 0.0
F -5.074 -1.532 3.667 -0.3 -0.1 0.1
C -2.709 -0.163 0.078 0.4 0.8 0.4
N -2.402 0.894 0.850 -0.4 0.0 0.3
S -1.114 1.581 0.258 0.6 0.0 -0.3
N -0.814 0.627 -1.008 0.0 0.4 0.3
C -1.773 -0.294 -0.989 -0.7 -1.1 -0.3
H 4.119 -2.865 2.621 -0.2 0.6 -0.2
H 5.883 -2.244 2.406 0.1 -0.2 0.7
H 6.300 -4.239 0.971 0.1 0.5 -0.5
H 4.997 -2.551 -1.333 0.2 0.1 0.3
H 3.490 -2.385 -0.394 -0.1 0.0 0.2
H 2.375 -3.608 -2.305 -0.1 0.0 -0.2
H 3.883 -3.488 -3.194 0.0 -0.1 0.0
H 3.713 -0.896 -2.673 0.2 0.0 -0.1
H 2.926 -1.590 -4.054 -0.1 0.0 -0.1
H 1.354 -0.146 -3.075 0.0 0.3 0.1
H 1.648 -0.696 -1.438 -0.1 0.0 0.2
H 0.361 -2.649 -1.794 -0.2 -0.2 0.0
H 0.761 -2.693 -3.486 -0.2 -0.1 -0.1
H -0.856 -0.449 -3.457 0.2 0.1 0.0
H -1.344 -2.057 -3.870 -0.2 -0.2 -0.1
H -3.036 -3.051 -3.707 -0.1 0.1 -0.2
H -4.058 -3.902 -2.593 -0.1 -0.1 -0.1
H -1.750 -4.107 -0.346 -0.1 0.3 0.0
H 0.150 -5.607 -0.088 -0.1 0.1 0.2
H 1.097 -6.780 -1.989 0.1 -0.1 -0.1
H 0.094 -6.463 -4.238 -0.1 0.1 -0.2
H -1.805 -4.965 -4.562 -0.1 0.1 0.0
H -5.737 -2.904 -1.385 -0.1 0.0 -0.1
H -5.726 -2.827 0.333 -0.1 0.2 0.1
H -3.721 -4.775 -0.234 0.1 0.1 0.2
H -4.990 -5.025 -1.380 0.1 -0.2 -0.1
H -5.894 -7.060 1.333 -0.4 -0.1 -0.1
H -4.816 -7.054 0.109 -0.2 0.0 -0.5
H -5.045 -2.923 2.218 -0.2 0.0 0.1
C -0.667 -2.762 5.060 -0.1 -0.1 0.1
S 0.285 -1.420 4.342 0.0 0.0 -0.2
O 1.721 -1.790 4.465 0.0 0.0 0.1
C -0.062 -0.220 5.631 0.0 0.0 0.2
H -0.550 -3.633 4.419 0.0 0.0 0.0
H -0.290 -2.987 6.059 0.1 0.0 0.0
H -1.718 -2.477 5.102 0.0 0.0 -0.1
H 0.275 -0.608 6.593 0.0 0.0 0.0
H -1.132 -0.015 5.653 0.0 0.0 0.0
H 0.478 0.693 5.391 0.0 0.0 -0.1
C -3.017 4.965 3.789 -0.1 0.0 0.1
S -1.791 4.578 2.537 0.0 0.0 -0.1
O -1.121 3.313 2.950 0.0 0.0 0.0
C -0.685 5.930 2.933 0.1 -0.1 -0.1
H -3.795 4.207 3.741 0.0 0.0 0.0
H -2.549 4.953 4.774 0.1 0.0 0.0
H -3.445 5.946 3.584 0.0 0.0 0.0
H -0.373 5.858 3.974 0.0 0.0 0.0
H -1.187 6.877 2.758 0.0 0.0 0.0
H 0.187 5.855 2.284 0.0 -0.1 0.0
C -2.411 3.404 -3.477 -0.1 0.0 0.2
S -1.192 3.000 -4.735 -0.1 0.1 -0.1
O -0.513 1.749 -4.315 0.0 0.0 0.0
C -0.079 4.359 -4.352 0.1 0.1 0.1
H -3.191 2.646 -3.508 0.0 0.0 -0.1
H -1.948 3.407 -2.490 0.1 0.0 0.0
H -2.846 4.380 -3.695 0.0 0.0 0.0
H 0.237 4.290 -3.311 0.0 -0.1 0.0
H -0.586 5.306 -4.535 0.0 0.0 0.0
H 0.787 4.277 -5.005 0.0 0.0 0.0
C 0.710 10.717 2.934 0.0 0.1 -0.1
S 0.458 9.306 4.014 0.2 -0.1 0.0
O -0.925 8.806 3.773 -0.1 0.3 0.0
C 0.425 10.242 5.542 0.0 0.2 0.1
H 0.722 10.355 1.908 0.0 -0.1 0.0
H -0.106 11.428 3.063 0.0 0.0 0.0
H 1.666 11.183 3.170 0.0 0.0 0.0
H -0.373 10.984 5.499 0.0 0.0 -0.1
H 1.395 10.720 5.686 0.1 -0.1 0.0
H 0.237 9.545 6.357 0.0 -0.1 0.0
C -0.688 -9.600 -7.171 0.1 0.0 0.0
S -2.257 -8.794 -6.827 -0.1 0.0 0.0
O -2.022 -7.329 -6.902 0.1 0.0 0.1
C -2.313 -9.229 -5.084 0.1 0.0 0.1
H -0.437 -9.414 -8.213 0.0 0.0 0.0
H 0.087 -9.185 -6.526 0.0 0.0 0.0
H -0.787 -10.673 -7.005 0.0 0.0 0.0
H -1.429 -8.838 -4.579 0.0 0.0 0.0
H -2.362 -10.314 -4.983 0.0 0.0 0.0
H -3.207 -8.781 -4.656 0.0 0.0 -0.1
C 5.423 1.702 -6.070 -0.1 0.1 0.0
S 6.491 0.628 -5.103 0.1 0.0 -0.1
O 5.657 -0.505 -4.635 0.0 0.0 0.1
C 6.679 1.753 -3.713 0.0 0.1 0.1
H 5.146 1.169 -6.977 0.0 0.0 0.0
H 4.527 1.941 -5.496 0.0 -0.1 0.0
H 5.963 2.612 -6.333 0.0 0.0 0.0
H 5.698 1.989 -3.299 0.0 0.0 0.0
H 7.182 2.661 -4.046 0.0 0.0 0.0
H 7.285 1.255 -2.959 0.0 0.0 0.0
C 3.856 11.649 8.175 -0.1 0.1 0.1
S 4.678 10.347 7.247 0.1 0.0 0.0
O 3.933 10.184 5.970 -0.2 0.1 0.0
C 4.175 9.000 8.324 -0.1 -0.1 0.1
H 4.010 12.586 7.644 0.0 0.0 0.0
H 2.789 11.435 8.244 0.0 0.0 0.0
H 4.295 11.718 9.170 0.0 0.0 0.0
H 3.087 8.962 8.381 0.0 0.0 0.0
H 4.604 9.149 9.315 0.0 0.0 0.0
H 4.553 8.073 7.899 0.0 0.0 0.0
```
Forces are in eV/Å.

M = 1098.6 g/mol
Net charge = 0
LUMO = 0.0028 Eh
Gap between HOMO and LUMO = 8.26 eV
Highest occupied orbital energy = -8.180 eV


DFT (the ωB97M-V functional and the def2-TZVPD basis) results for a 2-piece molecular cluster, C7H13N3O overall in a non-equilibrium geometry.

Structure (XYZ):
```
24
Properties=species:S:1:pos:R:3:forces:R:3
C 2.278 0.277 -1.595 -1.4 1.4 -0.4
C -1.158 -1.013 -1.695 0.6 1.7 -0.5
C 0.986 -0.563 -1.563 0.9 -0.2 0.1
C 0.794 -1.823 -1.129 -1.8 -2.9 0.8
N -0.236 -0.044 -1.890 -1.1 -0.4 -0.4
N -0.616 -2.134 -1.207 2.9 2.1 -0.6
H -2.187 -0.805 -1.983 0.2 -0.5 0.4
H -0.995 -3.038 -0.979 -0.6 -0.3 0.1
H 1.334 -2.664 -0.693 0.5 0.7 -0.3
H 3.256 -0.207 -1.679 -0.5 -0.3 -0.2
H 2.294 0.859 -0.659 0.2 -0.4 -0.4
H 2.134 1.064 -2.396 0.4 -1.0 0.5
C -0.985 0.974 2.012 -2.0 1.5 1.0
C -1.332 -0.476 2.118 -1.0 -3.5 -0.3
C 0.151 1.214 0.992 -0.9 1.6 1.8
O 1.115 0.493 0.970 -0.2 -0.1 0.0
N 0.147 2.479 0.360 -1.1 0.0 -2.5
H -1.959 1.652 1.871 2.2 -1.3 0.0
H -0.624 1.166 3.056 0.2 0.6 -1.0
H -0.327 -1.008 2.136 -1.3 0.3 -0.1
H -1.925 -0.854 1.185 1.1 0.5 1.6
H 0.585 2.316 -0.622 -1.1 0.8 2.2
H -0.797 3.040 0.315 2.5 -2.0 0.0
H -1.932 -0.904 3.075 1.3 1.6 -2.0
```
Forces are in eV/Å.

M = 155.2 g/mol
Net charge = -1
Energy above the lowest of the compared OMol25 structures with the same formula, charge and spin = 159.4 kJ/mol
LUMO (spin up / spin down) = 0.1372 / 0.1346 Eh
2S+1 = 2
⟨S²⟩ = 0.7503
Gap between HOMO and LUMO (spin up / spin down) = 2.57 / 8.75 eV
Highest occupied orbital energy (spin up / spin down) = 1.163 / -5.092 eV